[1]
DFT (ωB97M-V with the def2-TZVPD basis set) results for a molecular structure, BrPt in a non-equilibrium geometry.

Each line ends with the Mulliken spin population.
Geometry (Å):
Pt1 -0.6460 0.3895 -0.9471  1.267
Br1 0.6460 -0.3895 0.9471  0.733

Output
- energy relative to the best compared isomer or geometry (same formula, charge and spin) (kcal/mol) = 0.00
- Kohn-Sham gap (alpha / beta) (eV) = 9.2 / 7.1
- multiplicity = 3
- E_LUMO (alpha / beta) (eV) = -7.95 / -9.69
- net charge = +1

=====

[2]
DFT (ωB97M-V with the def2-TZVPD basis set) results for 5 unconnected molecules or ions with the total composition C37H64F8N2O10P in a non-equilibrium geometry.

Each line ends with the Mulliken charge.
Geometry (Å):
P1 2.5283 -3.3215 1.9169  0.760
F1 0.3591 -8.9281 -3.5532  -0.269
F2 2.0526 -7.5520 -6.0072  -0.288
F3 -0.3261 -8.6773 -5.8156  -0.270
F4 2.3289 -7.1870 -3.7762  -0.267
F5 2.1272 -4.9358 -5.7490  -0.313
F6 -0.5676 -3.9106 -4.1478  -0.336
F7 -0.0501 -5.4736 -6.1364  -0.285
F8 0.2767 -5.5075 -2.7068  -0.319
O1 2.2505 7.4886 3.4333  -0.369
O2 -5.7637 -10.9044 -5.3779  -0.384
O3 1.3638 -2.9870 -2.2723  -0.173
O4 -3.0183 7.0743 -2.1829  -0.370
O5 2.4041 -5.0231 1.6451  -0.535
O6 1.0521 0.3166 5.4549  -0.313
O7 2.2522 -3.1418 3.6054  -0.412
O8 -1.8640 0.7230 0.0151  -0.370
O9 3.9227 -2.8925 1.4787  -0.635
O10 2.0485 1.8685 2.5690  -0.562
N1 1.3512 -1.1987 0.3741  0.370
N2 2.6528 3.4525 0.3854  -0.454
C1 1.4829 -0.5187 6.5399  -0.375
C2 -4.1277 6.1651 -2.1830  -0.200
C3 2.7261 1.9564 0.2246  -0.498
C4 1.3813 -7.0716 -4.8314  0.812
C5 1.2564 1.6643 7.3948  -0.645
C6 -0.8961 3.8218 1.9073  -0.298
C7 1.0728 1.6842 5.8910  -0.340
C8 -5.3800 7.0017 -2.3560  -0.610
C9 -1.1370 -0.3726 0.6487  0.558
C10 2.4125 -1.2339 -0.7144  -0.306
C11 -0.2427 5.8085 0.1897  -0.649
C12 2.0654 0.4011 7.5954  -0.605
C13 -2.3890 1.6526 0.9934  -0.581
C14 2.9419 8.7307 3.6281  -0.499
C15 1.8036 -3.6852 -3.4796  -1.055
C16 -3.4775 8.3614 -2.6210  -0.535
C17 -4.5763 -11.3117 -4.6853  -0.483
C18 -0.9740 5.0690 -0.9559  -0.268
C19 1.7189 1.2728 1.2684  1.037
C20 0.9805 -5.5459 -5.1451  0.331
C21 -5.4908 -9.6895 -6.0881  -0.466
C22 -4.1560 -9.1775 -5.5837  -0.443
C23 -4.8716 8.1622 -3.1820  -0.549
C24 -3.4424 -10.4617 -5.2236  -0.343
C25 -0.2182 5.1817 1.6098  -0.427
C26 -1.6451 3.6907 -0.6411  -0.435
C27 0.0711 -7.9964 -4.6093  0.246
C28 0.1044 -0.6803 -0.3169  -1.003
C29 1.0792 -2.5401 1.0060  -0.606
C30 4.3458 7.0242 4.4380  -0.592
C31 0.5835 -4.6878 -3.8482  1.065
C32 -1.6407 3.0532 0.7909  0.747
C33 1.8715 -0.3025 1.4691  -0.860
C34 2.9944 6.4420 4.0733  -0.107
C35 4.0078 8.4791 4.6761  -0.569
C36 -2.1936 -1.6156 0.6583  -1.385
C37 2.5387 -2.6047 -1.5109  -0.918
H1 3.1204 0.5979 7.3784  0.273
H2 3.3879 -2.4500 -2.2847  0.565
H3 4.8034 6.5324 5.2980  0.341
H4 -3.0817 -1.2456 1.2918  0.384
H5 3.0750 5.5844 3.4005  0.137
H6 -4.7336 -11.1320 -3.6160  0.272
H7 5.0316 6.9371 3.5889  0.283
H8 -3.4929 1.8394 0.7024  0.283
H9 1.2756 -0.5708 2.4258  0.652
H10 0.5932 -3.2956 0.2759  0.539
H11 -2.5795 -1.8584 -0.3893  0.332
H12 2.2523 -0.4118 -1.5106  0.333
H13 -2.6313 -10.3285 -4.5053  0.212
H14 2.9555 -3.7008 4.0106  0.366
H15 -2.1560 3.1768 -1.5238  0.377
H16 -0.8591 -0.1666 1.7355  0.276
H17 -6.1972 6.4522 -2.8262  0.354
H18 2.2315 9.5037 3.9288  0.276
H19 4.8633 9.1500 4.5826  0.346
H20 3.4673 -1.0110 -0.2978  0.414
H21 1.9950 -0.0101 8.6035  0.371
H22 0.2656 6.8172 -0.0304  0.384
H23 -0.8050 -7.3385 -4.2759  0.177
H24 3.3877 9.0196 2.6702  0.283
H25 0.3214 5.7559 2.4501  0.248
H26 -5.4914 9.0575 -3.1110  0.340
H27 3.4085 3.9065 -0.1434  0.249
H28 0.1466 2.1800 5.5884  0.201
H29 0.6723 1.6577 1.0245  -1.100
H30 -4.8123 7.8697 -4.2355  0.257
H31 -1.7858 -2.5451 1.1780  0.267
H32 -0.2878 -1.4118 -1.1225  0.591
H33 -2.7824 8.7671 -3.3597  0.270
H34 -4.3044 -8.5707 -4.6838  0.251
H35 0.2680 -2.4050 1.8230  0.494
H36 -5.7257 7.3629 -1.3819  0.281
H37 -3.6258 -8.5711 -6.3205  0.309
H38 0.3041 0.3004 -0.8953  0.357
H39 1.3618 1.5761 3.2081  0.185
H40 -4.1317 5.5899 -1.2542  0.213
H41 1.7423 2.5634 7.7767  0.357
H42 3.7900 1.5498 0.2548  0.361
H43 1.9135 2.1810 5.3945  0.332
H44 3.5836 8.6024 5.6780  0.260
H45 0.6058 -1.0534 6.9197  0.290
H46 -2.4074 1.2781 2.0694  0.329
H47 2.2121 -5.0846 0.6740  0.380
H48 -4.4097 -12.3801 -4.8379  0.283
H49 2.4396 6.1343 4.9665  0.193
H50 0.2844 1.5647 7.8887  0.280
H51 -6.3027 -8.9774 -5.9232  0.273
H52 -5.4473 -9.9278 -7.1561  0.269
H53 2.2812 1.7485 -0.8294  0.228
H54 2.8570 -3.5112 -0.8913  0.288
H55 1.7204 3.7831 0.1003  0.043
H56 -3.9937 5.4731 -3.0221  0.236
H57 1.9493 -2.8945 -4.2889  0.348
H58 -0.8812 3.3423 2.9524  0.307
H59 -3.0268 -10.9208 -6.1266  0.242
H60 -1.0405 5.4953 -2.0185  0.322
H61 2.9722 -0.4989 1.7572  0.409
H62 2.2063 -1.2514 6.1752  0.168
H63 2.7766 -4.2631 -3.3395  0.512
H64 -3.4900 9.0266 -1.7513  0.293

Output
- Kohn-Sham gap (eV) = 8.2
- E_LUMO (eV) = -2.42
- net charge = +1

=====

[3]
DFT (ωB97M-V with the def2-TZVPD basis set) results for a single C4H9NOS molecule in a non-equilibrium geometry.

Each line ends with the Mulliken charge.
Geometry (Å):
S1 -0.8474 -0.9158 -0.4053  0.453
O1 -1.5700 -1.3629 0.7762  -0.580
N1 -1.4068 0.7060 -0.7212  -0.333
C1 0.8737 -0.5093 0.2741  -0.153
C2 2.2204 0.0225 -0.3016  -0.443
C3 -2.2256 1.3889 0.2926  -0.790
C4 2.0610 -1.4430 -0.0956  -0.509
H1 -2.2440 0.7492 1.1791  0.301
H2 1.7302 -2.0178 -0.9948  0.207
H3 0.8773 -0.3413 1.3689  0.270
H4 -3.2917 1.4427 -0.0705  0.287
H5 2.1468 0.4472 -1.2371  0.262
H6 -1.9708 2.4050 0.5318  0.263
H7 2.6293 -1.9206 0.6381  0.281
H8 -1.7918 0.8487 -1.6998  0.269
H9 2.8094 0.5005 0.4649  0.216

Output
- energy relative to the best compared isomer or geometry (same formula, charge and spin) (kcal/mol) = 81.03
- Kohn-Sham gap (eV) = 9.7
- E_LUMO (eV) = 0.75

=====

[4]
DFT (ωB97M-V with the def2-TZVPD basis set) results for 5 unconnected molecules or ions with the total composition C43H78O20P4 in a non-equilibrium geometry.

Each line ends with the Mulliken charge.
Geometry (Å):
P1 -6.0534 1.6608 0.2584  0.938
P2 4.6193 -4.7910 -2.4419  1.037
P3 -7.6725 3.1588 7.7332  1.036
P4 -0.2057 -7.6717 -6.6659  1.017
O1 -5.7492 3.2526 0.3597  -0.136
O2 10.8722 3.3764 0.2535  -0.328
O3 -8.1016 3.5215 6.2431  -0.332
O4 -0.4433 -6.8026 -5.3262  -0.364
O5 -9.1463 2.5688 8.0179  -0.340
O6 -7.7702 4.6267 8.4113  -0.329
O7 -5.9798 1.2681 -1.1583  -0.832
O8 -0.8656 -6.7014 -7.7427  -0.352
O9 3.0877 -4.9242 -1.9379  -0.325
O10 -6.7631 2.3336 8.5450  -0.784
O11 -1.5240 -8.6032 -6.6922  -0.371
O12 0.9144 -8.6006 -6.4330  -0.783
O13 7.5240 2.7998 0.2980  -0.267
O14 -6.8645 1.4596 1.6148  -0.298
O15 4.3150 5.3447 0.1936  -0.685
O16 4.4257 -4.1387 -3.9261  -0.208
O17 -4.7386 1.0365 0.9451  -0.302
O18 5.1695 -3.6998 -1.6119  -0.828
O19 4.5734 -6.3215 -2.8958  -0.344
O20 0.4578 1.7905 0.6206  -0.577
C1 6.8810 -7.0207 -3.3570  -1.177
C2 2.1095 4.9414 0.8769  0.261
C3 -7.4221 4.4969 5.4478  -0.366
C4 6.5160 -3.8087 -5.1669  -1.004
C5 -5.7417 5.9833 8.1593  -0.964
C6 5.3383 -3.1771 -4.4525  -0.321
C7 -6.1399 4.1538 -0.6752  -0.360
C8 -3.8131 0.2401 0.2017  -0.409
C9 -1.4956 -10.4331 -5.0919  -0.965
C10 1.0856 4.0121 1.0408  0.406
C11 3.0546 0.7586 0.7767  -0.839
C12 1.8699 6.2952 1.0678  -0.608
C13 8.5673 3.4747 0.9658  -0.517
C14 2.0697 -2.8227 -1.2690  -0.829
C15 -2.7443 1.0943 -0.4470  -0.831
C16 5.1346 2.5783 0.4132  0.785
C17 -0.4121 5.7738 1.6194  -0.540
C18 3.8176 3.0463 0.5333  0.132
C19 -8.0520 2.1879 1.9317  -0.026
C20 1.3754 2.5786 0.7838  0.326
C21 0.6446 -6.4329 -4.4716  -0.278
C22 2.7871 2.1066 0.6987  0.338
C23 9.6396 4.0358 0.0142  -0.459
C24 0.9222 -5.2390 -8.5748  -1.024
C25 1.3161 -5.1431 -4.8877  -0.088
C26 -0.4467 -5.3470 -7.9315  -0.176
C27 2.6066 -4.1685 -0.8272  -0.437
C28 5.4591 -6.8889 -3.8658  -0.156
C29 11.9947 4.2144 0.4857  -0.291
C30 -0.1801 4.4253 1.4317  -0.653
C31 6.3105 3.5162 0.2011  -0.932
C32 -9.2426 1.7742 1.0889  -1.352
C33 -6.0447 4.0425 5.0070  -0.957
C34 -9.5198 1.8591 10.3142  -1.005
C35 4.3526 0.3026 0.6580  -0.675
C36 -1.4367 -10.0184 -6.5484  -0.292
C37 -6.6584 5.2130 9.0878  -0.289
C38 -9.3430 1.4405 8.8687  -0.295
C39 -7.5537 4.6723 -0.5048  -0.915
C40 0.5974 6.7067 1.4239  -0.542
C41 3.4908 4.4939 0.4942  0.471
C42 12.7909 3.6455 1.6722  -1.016
C43 5.3793 1.2158 0.4592  -0.642
H1 -7.3961 5.4561 5.9663  0.246
H2 -8.7215 2.5281 10.6352  0.268
H3 7.0972 -4.4356 -4.4880  0.167
H4 -1.1906 -4.8980 -8.5893  0.331
H5 -2.0950 1.5331 0.3101  0.150
H6 9.3393 3.8352 -1.0191  0.313
H7 2.2524 0.0492 0.9256  0.511
H8 -5.5091 4.8620 4.5278  0.360
H9 1.3799 -7.2365 -4.4098  0.321
H10 -0.5050 -4.7995 -6.9901  0.244
H11 0.6099 -4.3100 -4.8887  0.231
H12 6.3811 0.8265 0.3588  0.525
H13 5.4035 -6.3288 -4.7992  0.190
H14 -6.0932 4.4578 9.6362  0.316
H15 -8.5266 0.7276 8.7614  0.335
H16 1.7373 -5.2254 -5.8926  -0.090
H17 -6.2788 6.7879 7.6546  0.259
H18 7.1771 -3.0377 -5.5638  0.412
H19 -8.0493 4.6486 4.5687  0.382
H20 0.8851 -5.5814 -9.6093  0.316
H21 2.6711 7.0028 0.9090  0.498
H22 -1.3960 6.1099 1.9202  0.440
H23 7.2404 -6.0810 -2.9297  0.334
H24 6.1843 -4.4326 -5.9983  0.261
H25 -2.2902 -10.4372 -7.0842  0.335
H26 0.4078 7.7653 1.5450  0.395
H27 8.2115 4.2802 1.6155  0.343
H28 6.9366 -7.7750 -2.5720  0.313
H29 13.2976 4.4405 2.2145  0.326
H30 -7.8616 3.2616 1.8801  0.112
H31 11.7089 5.2382 0.7392  0.302
H32 1.1591 -2.9505 -1.8570  0.281
H33 -1.2887 -11.4991 -4.9867  0.356
H34 -4.3333 -0.3720 -0.5342  0.348
H35 7.5481 -7.3189 -4.1655  0.366
H36 1.2648 -4.2043 -8.5687  0.349
H37 -3.1786 1.9197 -1.0127  0.282
H38 -8.2647 1.9709 2.9793  0.409
H39 0.2192 -6.3127 -3.4747  0.267
H40 4.7681 -2.5748 -5.1616  0.330
H41 -7.6690 5.1965 0.4455  0.219
H42 9.0706 2.7566 1.6166  0.353
H43 5.6886 -2.5026 -3.6699  0.293
H44 4.5867 -0.7528 0.7008  0.480
H45 3.3822 -4.0564 -0.0707  0.327
H46 -2.1287 0.4966 -1.1201  0.377
H47 -3.3526 -0.4456 0.9142  0.364
H48 -7.8034 5.3664 -1.3078  0.409
H49 2.1245 -4.9083 -4.1985  -0.052
H50 -9.5294 0.9866 10.9686  0.360
H51 -7.0795 5.8963 9.8265  0.353
H52 -6.1265 3.2224 4.2923  0.217
H53 -5.4415 4.9907 -0.6282  0.337
H54 12.1028 3.0999 2.3157  0.285
H55 -0.7769 -9.8764 -4.4905  0.241
H56 6.2214 3.9425 -0.8035  0.282
H57 -6.0218 3.6939 -1.6576  0.334
H58 -4.9170 6.4246 8.7198  0.402
H59 9.7124 5.1201 0.1289  0.280
H60 1.8054 -4.7534 -0.3732  0.384
H61 -5.3189 5.3301 7.3939  0.165
H62 -8.9975 1.7757 0.0240  0.347
H63 -10.4604 2.3976 10.4408  0.271
H64 -9.5569 0.7628 1.3463  0.340
H65 -10.2479 0.9425 8.5171  0.334
H66 -8.2769 3.8553 -0.5271  0.158
H67 6.2319 4.3311 0.9204  0.421
H68 -5.4532 3.6770 5.8499  0.337
H69 1.8376 -2.2013 -0.4028  0.285
H70 -10.0829 2.4470 1.2600  0.371
H71 12.6182 4.2156 -0.4122  0.313
H72 -0.9659 3.6964 1.5733  0.504
H73 -2.4851 -10.2299 -4.6795  0.270
H74 1.6566 -5.8582 -8.0544  0.294
H75 5.0593 -7.8790 -4.0835  0.382
H76 2.7799 -2.2881 -1.9002  0.221
H77 13.5056 2.9165 1.2899  0.259
H78 -0.5392 -10.4026 -7.0317  0.319

Output
- Kohn-Sham gap (eV) = 8.6
- SMILES = CCOCCOCc1cccc2c1C(=O)c1ccccc1C2=O.CCOP(=O)(OCC)OCC.CCOP(=O)(OCC)OCC.CCOP(=O)(OCC)OCC.CCOP(=O)(OCC)OCC
- E_LUMO (eV) = -0.88

=====

[5]
DFT (ωB97M-V with the def2-TZVPD basis set) results for a molecular structure, C3H6O in a non-equilibrium geometry.

Each line ends with the Mulliken charge.
Geometry (Å):
O1 -0.1154 -1.3173 -0.3137  -0.372
C1 0.9772 -0.4196 0.0786  -0.281
C2 0.0900 0.7782 -0.2259  -0.385
C3 -1.0629 -0.2588 0.0750  -0.307
H1 0.1616 1.7288 0.4208  0.255
H2 -2.0008 -0.2614 -0.5948  0.253
H3 1.2475 -0.4719 1.2261  0.192
H4 -1.4055 -0.2680 1.2086  0.206
H5 0.1034 1.1491 -1.3582  0.197
H6 2.0049 -0.6592 -0.5166  0.241

Output
- energy relative to the best compared isomer or geometry (same formula, charge and spin) (kcal/mol) = 51.39
- Kohn-Sham gap (eV) = 11.0
- E_LUMO (eV) = 1.16

=====

[6]
DFT (ωB97M-V with the def2-TZVPD basis set) results for 3 unconnected molecules or ions with the total composition CH8O2S in a non-equilibrium geometry.

Each line ends with the Mulliken charge.
Geometry (Å):
S1 -0.4244 0.6208 -1.5218  -0.182
O1 0.7031 -1.5204 2.5385  -0.666
O2 1.8960 0.4917 0.8586  -0.569
C1 -2.0989 0.0603 -0.9746  -0.664
H1 2.7207 0.7111 0.3817  0.303
H2 -2.2028 -0.3000 0.1924  0.182
H3 0.1417 1.0377 -0.3611  0.121
H4 2.1956 -0.2873 1.3197  0.296
H5 -2.7075 1.0005 -0.9788  0.250
H6 -2.6130 -0.6911 -1.5968  0.277
H7 1.0459 -2.2913 2.1138  0.321
H8 0.0099 -1.2447 1.9480  0.331

Output
- energy relative to the best compared isomer or geometry (same formula, charge and spin) (kcal/mol) = 21.10
- Kohn-Sham gap (eV) = 9.4
- SMILES = CS.O.O
- E_LUMO (eV) = 0.59